Record 1
Computed, not measured: a structure of composition C16H22F16N7O18S8, with the ωB97M-V functional and the def2-TZVPD basis.

```
! RIJCOSX wB97M-V def2-TZVPD def2/J DEFGRID3
* xyz -3 1
F 6.94 5.37 -1.49
C -0.25 -3.98 4.46
F -1.93 3.90 -0.11
S 6.16 3.74 0.56
O -1.21 -6.01 3.23
C -1.92 3.23 -1.26
H 1.18 2.23 -2.47
H -3.26 -2.04 -2.49
F 3.33 -5.98 7.11
F -0.39 -2.37 -4.84
C -1.56 0.29 -3.27
F 3.30 -6.91 5.14
H -4.38 -0.81 -1.95
H -4.04 2.54 -7.69
F 5.48 6.28 -0.16
O 7.08 4.32 1.55
O -2.56 5.48 -2.48
C -1.32 0.93 -4.42
N 0.71 -2.57 -2.73
O -3.17 -0.08 3.42
O 1.54 -3.87 -4.79
O -2.37 3.56 -3.94
F 2.56 -4.92 5.41
O 6.64 2.73 -0.34
F -4.21 1.94 4.24
C -3.62 2.59 -6.68
H 3.79 1.92 -0.87
C -0.16 -0.96 1.90
H -1.80 1.38 -6.88
O 4.88 3.45 1.10
S -1.24 2.28 6.14
H 2.96 0.61 -1.79
N -1.83 1.47 4.90
C -3.36 -1.03 -2.15
S -3.20 0.70 4.69
F -0.93 2.29 -1.10
F -0.33 -2.99 -0.66
O 0.53 -6.10 7.53
N 0.29 -6.75 5.03
H -0.46 1.42 -4.82
C -2.80 1.34 -6.44
N 2.06 1.14 -0.02
N -2.88 -0.12 -3.20
C 2.58 -6.15 6.00
F -3.08 2.55 -1.36
H 0.20 -1.14 2.89
F 4.87 4.79 -1.53
O -1.64 3.66 6.10
F 0.39 2.23 5.62
S -0.34 -3.70 -2.04
H -0.24 -1.88 1.30
H 2.84 2.89 -2.78
H -2.78 -1.00 -1.19
F 0.47 -3.82 3.34
S -1.76 4.35 -2.85
C 2.12 2.59 -2.02
H 1.85 3.48 -1.40
H -1.10 -0.42 1.93
H -3.29 0.44 -6.87
C -3.45 0.32 -4.34
C 2.08 1.79 1.21
C 2.85 1.53 -1.20
S 1.01 -6.82 6.44
H 2.74 2.68 1.29
H 0.95 -0.63 -0.68
N -2.58 0.96 -5.06
O 1.42 -8.17 6.68
H -4.53 2.64 -6.08
S -0.91 -5.74 4.61
F 0.38 -3.44 5.43
O -0.33 4.55 -2.90
H -4.34 -0.10 -4.78
S 1.10 -2.62 -4.19
O 0.28 -4.97 -2.01
H -3.05 3.44 -6.33
O -1.24 1.64 7.46
F -1.37 -3.17 4.23
O -3.85 0.24 5.87
O -1.98 -5.59 5.63
O 1.76 -1.34 -4.47
C 5.88 5.09 -0.70
O -1.67 -3.54 -2.61
C 1.24 0.07 0.11
C 1.34 1.05 2.04
H 0.94 1.35 2.98
H -0.82 0.24 -2.51
N 0.80 -0.01 1.37
*
```

## Properties
Energy (Ha): -7143.971357
HOMO-LUMO gap (hartree): 0.2993
LUMO level (Eh): 0.1508
HOMO level (eV): -4.0413

Record 2
Computed, not measured: a structure of composition C29H44CdN8SSe, with the ωB97M-V functional and the def2-TZVPD basis.

```
! RIJCOSX wB97M-V def2-TZVPD def2/J DEFGRID3
* xyz 2 1
H -5.29 2.32 -1.01
H 2.10 -0.38 3.70
H -5.98 0.12 -1.74
C -0.78 2.80 -4.35
C -1.72 -0.20 3.97
N -2.19 -1.27 -1.28
C 0.35 -0.74 4.98
C 4.72 3.00 1.31
C 2.30 3.43 0.14
C -0.55 -2.99 -3.93
C -2.13 -4.57 -2.97
C 1.06 -0.70 3.59
N 0.37 0.27 2.72
H -4.84 -1.93 -1.30
N 2.64 2.19 0.46
H -0.18 -0.44 -5.39
H -1.07 -1.10 2.07
C -1.13 -4.25 -3.89
C 2.65 -2.58 0.63
H 0.75 0.80 -2.76
H -2.55 -5.56 -2.98
H 4.99 5.13 1.26
H -0.04 2.33 2.71
H 3.84 -4.17 1.24
S 1.22 -2.19 -0.15
H -2.57 0.48 4.02
H -1.51 1.43 -5.81
N -0.58 -0.78 -2.69
H -3.02 -2.06 0.43
H 1.48 1.86 3.50
C 4.33 4.31 1.02
C 3.10 4.53 0.43
C -0.29 1.53 4.74
H -4.31 0.35 -2.25
C 5.36 0.25 2.19
H -1.54 0.62 1.97
H -1.64 3.45 -4.48
N -0.76 0.18 4.99
C -1.30 -0.34 -1.65
C -0.99 -2.07 -2.99
H 1.03 -1.68 3.11
H -0.79 -5.00 -4.59
H 6.25 0.20 1.56
C -4.87 1.46 -0.49
H 1.34 3.56 -0.36
H 2.33 -4.58 0.51
H -2.08 -1.21 4.18
H -1.16 2.20 4.76
H -5.44 1.31 0.42
C -4.60 -1.08 -0.65
C -2.01 -2.38 -2.08
H 0.92 0.92 -5.22
H -0.50 2.83 -3.29
C -4.95 0.22 -1.38
H 0.21 -2.74 -4.65
N 3.35 -0.34 0.89
H 2.77 5.53 0.19
N 2.95 -3.86 0.86
H 5.69 2.82 1.72
N 3.54 -1.66 1.06
H 1.33 -0.73 -3.46
H 1.04 -0.46 5.78
C 4.15 0.55 1.36
C -1.04 -0.13 2.58
C -1.13 1.39 -4.79
Se -1.01 1.29 -0.77
H 0.37 1.82 5.55
Cd 1.10 0.44 0.43
H -3.84 1.71 -0.23
C 0.43 1.59 3.37
H -5.22 -1.16 0.24
C -3.14 -1.18 -0.19
H -0.03 -1.74 5.19
H -1.94 1.00 -4.16
H 0.04 3.19 -4.94
C 0.47 -0.06 -3.38
C 3.83 1.95 1.04
C -2.61 -3.64 -2.06
H 5.51 1.02 2.93
H 4.39 -1.99 1.52
C 0.05 0.42 -4.78
H 5.26 -0.70 2.73
H -3.40 -3.89 -1.37
H -2.89 -0.29 0.39
*
```

## Properties
Energy relative to the best compared isomer or geometry (same formula, charge and spin) (eV): 0.190
Energy (Ha): -4536.463846
HOMO-LUMO gap (hartree): 0.2557
LUMO level (Eh): -0.2242
HOMO level (eV): -13.0581

Record 3
Computed, not measured: a cluster of 2 separate species, C29H29F6N3O2 in total, with the ωB97M-V functional and the def2-TZVPD basis.

```
! RIJCOSX wB97M-V def2-TZVPD def2/J DEFGRID3
* xyz 0 1
C 2.16 -0.50 7.96
C 2.75 1.23 0.00
H 2.18 4.95 0.89
H 1.01 0.59 4.96
H 2.72 2.02 5.64
C 4.96 0.87 3.15
H 1.44 -0.67 0.02
O 5.18 0.81 1.94
H 1.78 -3.84 3.85
C 1.78 -3.13 3.03
H 0.97 -5.52 3.37
H 2.49 1.89 -2.09
C 1.16 4.55 -2.58
C 2.10 0.23 6.75
H 1.46 -3.05 -0.37
C 1.99 -5.51 0.14
C 5.58 0.96 5.36
C 0.89 -5.88 2.33
H 4.17 -0.64 5.53
H 1.17 -1.96 9.21
C 1.94 -1.76 3.26
C 2.33 3.51 -0.71
C -0.01 -0.86 6.20
C 1.95 -0.79 2.20
C 4.15 0.45 5.29
C 1.02 0.04 5.89
H 1.19 3.82 -3.42
H 1.36 -6.86 2.22
N 2.34 4.43 -1.76
H 2.33 3.23 2.71
H 2.94 -5.07 -0.21
C -0.57 -5.97 1.96
H 2.98 6.26 -2.57
F -1.18 -4.74 2.05
H 0.25 4.34 -1.99
C 1.12 -1.38 8.29
H 3.75 1.66 7.09
C 0.02 -1.52 7.44
F -1.29 -6.83 2.73
H 6.28 0.20 5.73
C 1.67 -3.62 1.70
C 3.18 1.18 6.24
N 3.83 0.56 3.87
C 2.31 0.58 2.43
H 2.17 -6.59 0.26
H 5.67 1.85 6.02
O 5.95 1.28 4.01
N 1.56 -4.95 1.42
H 1.98 1.01 3.39
C 1.63 -1.31 0.90
F 3.78 4.32 -4.15
H 3.02 -0.37 8.62
C 4.42 4.74 -3.00
H -0.83 -2.15 7.71
H 3.24 0.28 -0.25
C 2.33 2.92 1.66
C 3.43 5.39 -2.06
F 4.93 3.59 -2.43
H -0.80 -1.00 5.47
F -0.73 -6.35 0.65
H 3.96 5.66 -1.14
H 2.16 -1.43 4.28
C 1.61 -2.67 0.66
C 2.46 2.14 -1.02
C 2.43 1.54 1.36
F 5.46 5.53 -3.35
H 1.10 5.58 -2.97
C 2.27 3.88 0.66
H 1.24 -5.37 -0.67
*
```

## Properties
Energy relative to the best compared isomer or geometry (same formula, charge and spin) (eV): 0.264
Energy (Ha): -2036.335187
HOMO-LUMO gap (hartree): 0.2602
LUMO level (Eh): -0.0333
HOMO level (eV): -7.9869

Record 4
Computed, not measured: a cluster of 2 separate species, C4H10O in total, with the ωB97M-V functional and the def2-TZVPD basis.

```
! RIJCOSX wB97M-V def2-TZVPD def2/J DEFGRID3
* xyz -1 2
H -2.09 -0.01 1.42
H 1.20 -0.90 -1.03
C -1.50 -0.57 0.70
H 0.11 1.43 -1.47
C -0.66 -0.10 -0.22
H -0.17 -1.02 -2.13
H -1.73 -1.62 0.85
C -0.28 1.29 -0.46
H 1.32 -0.31 1.20
H 0.54 1.74 0.16
C 0.12 -1.07 -1.07
H -0.03 -2.14 -0.88
H -0.96 2.13 -0.33
H 1.97 1.01 1.84
O 2.16 0.13 1.44
*
```

## Properties
Energy relative to the best compared isomer or geometry (same formula, charge and spin) (eV): 0.504
Energy (Ha): -233.561088
HOMO-LUMO gap (spin up / spin down) (hartree): 0.1175 / 0.3631
LUMO level (spin up / spin down) (Eh): 0.1613 / 0.1520
HOMO level (spin up / spin down) (eV): 1.1927 / -5.7434